<A>
{"formula": "C3H12O2S2", "method": "ωB97M-V/def2-TZVPD", "symbols": ["C", "O", "H", "S", "H", "O", "H", "H", "C", "H", "H", "C", "H", "H", "H", "S", "H", "H", "H"], "xyz": [[0.9076, -0.6511, 0.9408], [-1.6637, -3.4342, -1.3067], [-1.3240, -0.2012, 1.1843], [-2.9793, 1.8409, 0.3463], [1.4463, -0.5229, 1.8891], [4.1341, 1.8825, 0.4444], [-1.1948, -2.6876, -0.9461], [-0.3925, 1.3120, -1.0863], [-0.6831, 0.3057, -0.7822], [-0.2336, -0.5063, -1.3429], [-0.2769, 1.1607, 1.1944], [-0.3743, 0.1587, 0.7637], [0.7611, -1.7232, 0.7861], [-4.1911, 1.9952, -0.1936], [1.6930, -0.2697, 0.2806], [-2.4956, 0.1969, -1.1905], [-2.4387, -2.9893, -1.6901], [4.5463, 1.9755, -0.4240], [4.7593, 2.1573, 1.1326]], "mulliken_charge": [-1.208, -0.657, 0.365, -0.509, 0.351, -0.618, 0.291, 0.433, -0.933, 0.337, 0.324, -0.346, 0.297, 0.020, 0.295, -0.399, 0.336, 0.312, 0.309], "multiplicity": 2, "orbital_gap_ev": [3.319, 5.576], "homo_ev": [-0.727, -2.985], "e_lumo_ev": [2.592, 2.591], "charge": -1, "s_squared": 0.75}

---

<B>
{"formula": "C3H12O2S2", "method": "ωB97M-V/def2-TZVPD", "symbols": ["H", "C", "O", "H", "S", "C", "H", "H", "S", "H", "H", "H", "H", "H", "H", "C", "H", "O", "H"], "xyz": [[1.6593, 2.8443, 0.9296], [-0.8142, -1.7660, -0.1052], [3.4838, -0.5029, -2.0391], [-1.2833, -1.6920, -2.2321], [1.5980, 1.9980, -0.0967], [-1.7770, -1.5383, -1.2588], [-0.2987, -2.7384, -0.1464], [-2.2081, -0.5433, -1.3661], [-0.4390, 1.0319, 0.1286], [0.6646, -0.8283, 1.1471], [-2.5290, -2.3038, -1.2719], [-1.4164, -1.8722, 0.8031], [-2.3099, 4.0049, 3.4307], [3.7271, 0.3162, -2.5141], [4.3053, -0.9002, -1.7366], [0.2008, -0.6545, 0.1863], [1.0333, -0.7654, -0.5016], [-1.5825, 3.3772, 3.4091], [-2.0139, 2.5327, 3.2343]], "mulliken_charge": [0.015, -0.502, -0.601, 0.267, -0.549, -1.071, 0.307, 0.284, -0.386, 0.354, 0.376, 0.236, 0.297, 0.304, 0.292, -0.459, 0.141, -0.624, 0.319], "multiplicity": 2, "orbital_gap_ev": [3.672, 6.400], "homo_ev": [-0.232, -3.078], "e_lumo_ev": [3.440, 3.322], "charge": -1, "s_squared": 0.75}

---

Which structure wins on stability? <A> wins.

---

<A>
{"formula": "C9H14N3", "method": "ωB97M-V/def2-TZVPD", "symbols": ["H", "H", "H", "C", "C", "C", "C", "H", "H", "H", "N", "C", "H", "H", "N", "H", "H", "C", "C", "C", "C", "H", "N", "H", "H", "H"], "xyz": [[-3.8152, 1.9432, 0.2244], [1.5919, 1.2104, 1.3716], [-4.3267, 0.1505, -0.2923], [0.5726, -1.7254, 0.0479], [1.8570, -1.3233, -0.0743], [0.0017, 0.7452, 0.1313], [3.8167, 0.0696, 0.0978], [-2.3070, -2.3693, 0.8897], [-1.4490, 2.4817, 0.2482], [0.0880, -2.5941, 0.4698], [-1.8900, -0.6910, -0.1992], [1.4207, 1.2080, 0.2479], [3.8981, 0.0634, 1.1702], [2.5706, -2.0483, 0.1145], [-2.7131, -1.7104, 0.3399], [2.3776, 0.4175, -1.4984], [-3.7230, 1.3799, -1.4373], [-3.6455, 1.0426, -0.3697], [-1.2476, 1.3899, 0.0759], [2.3063, 0.0676, -0.3634], [-0.2269, -0.6048, 0.0292], [-3.2476, -2.1653, -0.3816], [-2.3278, 0.6017, 0.0130], [1.6821, 2.1231, -0.2173], [4.3415, 1.0034, -0.2561], [4.3945, -0.6658, -0.3817]], "mulliken_charge": [0.318, 0.260, 0.254, -0.813, -0.536, 0.270, -1.628, 0.246, 0.354, 0.345, 0.027, -0.919, 0.421, 0.502, -0.622, 0.208, 0.329, -0.685, -0.548, 0.494, 0.769, 0.236, 0.392, 0.485, 0.362, 0.480], "orbital_gap_ev": [8.170, 8.170], "homo_ev": [-12.603, -12.603], "e_lumo_ev": [-4.433, -4.433], "charge": 1}

---

<B>
{"formula": "C9H14N3", "method": "ωB97M-V/def2-TZVPD", "symbols": ["H", "H", "H", "C", "H", "N", "C", "C", "C", "H", "C", "H", "H", "C", "N", "N", "C", "H", "H", "H", "H", "C", "H", "C", "H", "H"], "xyz": [[-3.5487, 0.6804, 0.3134], [5.5709, -0.5167, 0.5847], [-0.5601, -0.7900, -2.0693], [-0.0889, 1.4474, -0.1834], [-2.0634, -0.7018, 1.7666], [2.3349, 0.0038, 0.3362], [4.5542, -0.3541, 0.3359], [-2.1182, -0.9338, 0.6243], [3.9530, 0.6028, -0.4171], [0.5605, 2.2205, 0.0986], [-0.5856, -1.0379, 0.2335], [-1.9071, 2.4529, -0.6126], [-0.3794, -1.8689, 1.0505], [-0.0577, 0.2340, 0.6257], [3.4061, -0.7641, 0.8601], [2.6704, 0.9054, -0.4455], [-1.5975, 1.6784, 0.0830], [0.6984, -1.8307, -1.3055], [-2.8149, -1.7971, 0.4613], [0.2092, 1.0957, -1.2358], [-1.7442, 2.0539, 1.1647], [-0.3257, -1.5197, -1.1304], [-2.6899, 0.2053, -1.3030], [-2.5985, 0.4259, -0.1761], [0.0410, 0.4950, 1.7432], [-0.9187, -2.3867, -1.4029]], "mulliken_charge": [0.396, 0.413, 0.259, -0.621, 0.351, 0.656, -0.095, -0.814, 0.283, 0.560, 0.802, 0.387, 0.289, -0.049, -0.714, -0.606, -0.774, 0.383, 0.381, 0.343, 0.351, -1.633, 0.305, -0.651, 0.368, 0.429], "orbital_gap_ev": [8.145, 8.146], "homo_ev": [-14.213, -14.213], "e_lumo_ev": [-6.068, -6.067], "charge": 1}

---

Which structure wins on stability? <A> wins.

---

<A>
{"formula": "C4H10NS2", "method": "ωB97M-V/def2-TZVPD", "symbols": ["C", "H", "H", "H", "H", "H", "C", "H", "C", "H", "S", "N", "H", "H", "H", "C", "S"], "xyz": [[0.1959, 1.0615, -2.2482], [-0.2093, 1.3643, -3.2336], [-1.3363, 0.6725, 0.7337], [4.3745, -3.3560, 2.4922], [5.0922, -0.4071, 1.9449], [0.6158, -0.0990, -2.2778], [-2.1053, 0.5147, -1.8382], [0.4285, 0.8664, 0.3791], [-0.8415, 0.9271, -1.2169], [-2.7699, 0.2045, -1.0145], [2.9915, -1.4010, 1.5045], [-0.5500, 0.8348, 0.0705], [1.0704, 1.6697, -2.1006], [-2.5241, 1.3774, -2.3302], [-1.8872, -0.2179, -2.6189], [4.5688, -1.4026, 1.8440], [5.5535, -2.6970, 2.5075]], "mulliken_charge": [-1.220, 0.334, 0.269, 0.176, 0.274, 0.353, -1.113, 0.234, 0.934, 0.377, -0.303, -0.315, 0.424, 0.359, 0.353, -0.075, -0.062], "orbital_gap_ev": 6.907, "homo_ev": -11.615, "e_lumo_ev": -4.707, "charge": 1}

---

<B>
{"formula": "C4H10NS2", "method": "ωB97M-V/def2-TZVPD", "symbols": ["H", "H", "H", "S", "H", "H", "H", "C", "C", "N", "H", "H", "C", "H", "S", "H", "C"], "xyz": [[-2.5906, 0.4650, -1.9603], [-1.3052, 1.3639, -1.8433], [-0.2559, 0.6074, 2.2410], [-1.1431, -1.9351, -0.1736], [0.5513, 1.4459, 0.0612], [1.3738, -1.3147, -0.5638], [1.5825, 0.4570, 2.1032], [-1.2672, -0.1601, -0.2376], [0.6239, 0.1663, 1.7543], [0.5724, 0.3951, 0.3282], [-0.5174, -1.9906, -1.4185], [2.4840, -0.3159, 0.4607], [1.7335, -0.2605, -0.3590], [1.8971, 0.3150, -1.2724], [-2.3722, 0.9457, 0.4655], [0.4296, -0.8497, 1.6786], [-1.7964, 0.6654, -1.2643]], "mulliken_charge": [0.329, 0.287, 0.241, -0.058, 0.383, 0.242, 0.340, 0.546, -0.890, -0.329, 0.204, 0.281, -0.638, 0.348, 0.029, 0.524, -0.839], "orbital_gap_ev": 9.900, "homo_ev": -14.009, "e_lumo_ev": -4.109, "charge": 1}

---

<C>
{"formula": "C4H10NS2", "method": "ωB97M-V/def2-TZVPD", "symbols": ["C", "N", "H", "H", "H", "C", "H", "H", "H", "S", "C", "C", "H", "H", "S", "H", "H"], "xyz": [[-1.2325, 3.0401, 0.5584], [0.7760, -1.0607, 0.2807], [1.8306, -2.7491, -0.2654], [1.9413, -2.4943, -2.6903], [-0.5823, -1.0354, 1.7522], [0.5000, -1.3027, 1.7332], [-0.3392, 0.1982, -0.4918], [-1.8632, 0.7942, -0.3444], [-1.3388, 0.8273, -2.1023], [-0.4129, 2.5160, -0.8045], [1.4695, -1.7351, -0.4628], [-0.9541, 0.9236, -1.0559], [-1.1355, 4.0973, 0.8252], [-1.9508, 2.3101, 0.9033], [1.5208, -1.2607, -2.1466], [1.1262, -0.6861, 2.2452], [0.6450, -2.3829, 2.0657]], "mulliken_charge": [-0.207, -0.466, 0.326, 0.181, 0.253, -0.851, -0.011, 0.302, 0.410, 0.314, 0.062, -0.264, 0.296, 0.258, -0.234, 0.320, 0.312], "orbital_gap_ev": [6.227, 6.226], "homo_ev": [-12.552, -12.552], "e_lumo_ev": [-6.325, -6.325], "charge": 1}

---

Which structure wins on stability? <A> wins.

---

<A>
{"formula": "C3H5N5O2", "method": "ωB97M-V/def2-TZVPD", "symbols": ["N", "C", "H", "N", "N", "N", "H", "H", "C", "H", "C", "O", "O", "H", "N"], "xyz": [[-0.5069, 1.7030, -2.6831], [-0.3584, 0.4485, 0.1433], [-1.2260, -1.0783, -0.8718], [-3.4471, 1.7813, -0.7518], [-2.8835, 1.8591, -1.9320], [-2.7413, 1.3291, 0.1523], [-0.3792, 0.5790, 1.2056], [0.5311, -1.1878, -0.8710], [-1.6414, 1.5384, -1.7773], [0.5278, 1.0383, -0.3579], [-0.3284, -0.9502, -0.2428], [-0.5055, 1.1353, -3.7303], [0.3644, 2.3855, -2.2066], [-0.2305, -1.7159, 0.5657], [-1.4577, 1.1835, -0.3912]], "mulliken_charge": [1.046, -0.272, 0.281, -0.349, -0.258, -0.284, 0.380, 0.309, 0.190, 0.217, -0.938, -0.545, -0.517, 0.288, 0.451], "orbital_gap_ev": 10.064, "homo_ev": -11.046, "e_lumo_ev": -0.983}

---

<B>
{"formula": "C3H5N5O2", "method": "ωB97M-V/def2-TZVPD", "symbols": ["N", "N", "H", "O", "C", "C", "N", "H", "H", "H", "O", "H", "C", "N", "N"], "xyz": [[-0.1319, 0.6304, 0.0324], [-1.2396, 0.0146, 0.1021], [-2.8307, -1.9500, -0.5290], [3.0414, -0.9069, -0.0488], [0.9374, -0.1526, -0.0864], [-0.9954, -1.3707, 0.0202], [0.2503, -1.6870, 0.0160], [-0.7520, 2.5405, -0.8358], [-1.8832, -3.0962, 0.4250], [1.0306, 2.4616, -0.0112], [2.7679, 1.2550, 0.0334], [-0.3844, 2.3210, 0.8866], [-0.0501, 2.0241, -0.0056], [-2.0934, -2.1749, 0.0248], [2.3333, 0.0909, -0.0236]], "mulliken_charge": [0.890, -1.136, 0.207, -0.512, 0.225, 0.498, -0.518, 0.260, 0.246, 0.276, -0.626, 0.394, -0.720, -0.391, 0.907], "orbital_gap_ev": 8.419, "homo_ev": -9.502, "e_lumo_ev": -1.083}

---

<C>
{"formula": "C3H5N5O2", "method": "ωB97M-V/def2-TZVPD", "symbols": ["H", "O", "C", "H", "O", "C", "H", "H", "N", "N", "N", "N", "C", "H", "N"], "xyz": [[-1.6965, 1.2737, 1.2111], [2.5140, 2.0260, -0.9973], [1.8686, -0.0480, -0.3050], [-2.2999, -0.4279, 1.3148], [3.7020, 0.9947, 0.4991], [-2.8748, 0.4931, -0.4236], [-2.8742, 1.2779, -1.1947], [0.3323, -2.2221, 1.1541], [1.5467, -0.6666, 0.8171], [0.6614, -1.6721, -0.9182], [1.3303, -0.7084, -1.3889], [2.7882, 1.0840, -0.3104], [-2.2459, 0.5382, 0.7047], [-3.5300, -0.3512, -0.5399], [0.7779, -1.5911, 0.3769]], "mulliken_charge": [0.327, -0.508, 0.320, 0.123, -0.497, -0.369, 0.237, 0.311, -0.445, -0.412, -0.132, 0.962, -0.537, 0.219, 0.399], "orbital_gap_ev": 10.100, "homo_ev": -10.617, "e_lumo_ev": -0.517}

---

Which structure wins on stability? <A> wins.